# 1
Here is C44H46GeN2O2PdS2Te as an isolated structure from the Open Molecules 2025 dataset. Energies are from ωB97M-V/def2-TZVPD.

Positions of all 99 atoms, in Å:
Te: -2.25 -1.92 -1.15
Pd: -0.50 -0.31 0.14
Ge: 0.24 0.84 2.18
S: 0.87 0.17 -1.86
S: -1.66 2.53 -0.80
O: -2.17 1.27 -0.11
O: 1.01 -1.86 0.71
N: 2.31 -2.09 -1.22
N: 1.97 -1.69 -3.41
C: 3.79 -0.24 4.08
C: 1.77 -1.31 -2.13
C: -1.49 4.70 2.32
C: 3.00 -3.11 0.82
C: 2.76 -2.89 -3.69
C: -0.83 2.86 -3.37
C: 2.46 0.00 3.78
C: 4.79 -4.70 2.24
C: 3.80 -4.00 2.91
C: -4.28 3.24 -0.35
C: -3.78 5.94 -0.85
C: -3.01 3.68 -0.69
C: -1.33 3.33 2.20
C: 2.01 -4.20 -3.46
C: 0.90 4.96 2.48
C: 2.02 -2.25 0.08
C: -2.04 0.42 3.98
C: -1.01 -0.19 3.26
C: -0.01 -1.43 -4.90
C: -0.89 2.67 -4.74
C: 1.40 -0.97 -4.55
C: -2.77 1.18 -4.45
C: -5.31 4.17 -0.27
C: 3.08 0.58 1.52
C: -2.92 -0.35 4.74
C: 4.89 -4.60 0.85
C: -2.78 -1.73 4.78
C: -2.73 1.39 -3.08
C: 2.90 -3.21 2.20
C: -2.74 5.02 -0.92
C: -1.86 1.83 -5.28
C: 1.06 3.58 2.36
C: -0.06 2.75 2.22
C: -5.06 5.51 -0.53
C: -0.37 5.52 2.46
C: 2.10 0.42 2.50
C: -0.88 -1.58 3.31
C: -1.76 -2.34 4.07
C: 4.41 0.32 1.82
C: -1.06 -3.68 -1.26
C: -1.75 2.22 -2.56
C: -3.42 -2.55 0.51
C: 4.76 -0.09 3.10
C: 4.00 -3.81 0.15
H: 2.80 0.89 0.52
H: -2.77 -3.05 1.22
H: 2.05 3.15 2.38
H: 4.07 -0.56 5.07
H: -3.44 0.91 -2.42
H: -0.49 6.59 2.56
H: -3.70 0.14 5.30
H: 2.07 -1.13 -5.39
H: 2.13 -2.67 2.72
H: -4.21 -3.21 0.17
H: -1.68 -4.51 -1.58
H: -0.06 3.49 -2.94
H: -0.39 -0.87 -5.75
H: 1.40 0.09 -4.34
H: -1.63 -3.42 4.11
H: 5.16 0.43 1.05
H: -0.68 -1.26 -4.06
H: -0.61 -3.86 -0.29
H: -2.15 1.50 3.98
H: 1.11 -4.25 -4.07
H: 2.65 -5.04 -3.74
H: -6.31 3.84 -0.01
H: -5.87 6.23 -0.46
H: 5.66 -5.15 0.33
H: -0.09 -2.07 2.75
H: 5.80 -0.29 3.33
H: -1.90 1.67 -6.35
H: 3.64 -2.86 -3.05
H: 3.72 -4.07 3.99
H: 1.77 5.59 2.59
H: 1.70 -0.14 4.54
H: -0.18 3.16 -5.39
H: 4.07 -3.73 -0.93
H: -3.59 6.99 -1.04
H: 1.74 -4.31 -2.41
H: -4.44 2.19 -0.14
H: -3.52 0.53 -4.87
H: -1.73 5.35 -1.15
H: -2.21 2.70 2.09
H: 5.49 -5.32 2.79
H: 3.08 -2.82 -4.72
H: -3.83 -1.66 0.97
H: -0.27 -3.49 -1.99
H: -0.03 -2.50 -5.15
H: -2.48 5.13 2.31
H: -3.46 -2.32 5.37

Results
frontier orbital gap (alpha / beta) = 6.63 / 4.88 eV
ΔE to the lowest compared entry with this formula, charge and spin = 95.2 kJ/mol
HOMO level (alpha / beta) = -10.0 / -9.8 eV
2S+1 = 2
total charge = +1
LUMO level (alpha / beta) = -0.12300 / -0.17942 hartree

Electronic structure analysis, Mulliken charges in units of e: number 1, Te, carries 0.2937; number 2, Pd, carries 1.4481; number 3, Ge, carries -0.1336; number 4, S, carries -0.3560; number 5, S, carries -0.1027; number 6, O, carries -0.3397; number 7, O, carries 0.4500; number 8, N, carries 0.0716; number 9, N, carries 0.1083; number 10, C, carries -0.6651; number 11, C, carries 0.3423; number 12, C, carries -0.7995; number 13, C, carries 0.9208; number 14, C, carries -0.7159; number 15, C, carries -0.1387; number 16, C, carries -0.5174; number 17, C, carries -0.5130; number 18, C, carries -0.9508; number 19, C, carries 0.0136; number 20, C, carries -0.8265; number 21, C, carries 0.5351; number 22, C, carries -0.2367; number 23, C, carries -0.9677; number 24, C, carries -0.8711; number 25, C, carries -1.3883; number 26, C, carries -0.5983; number 27, C, carries 1.2006; number 28, C, carries -0.3504; number 29, C, carries -0.7350; number 30, C, carries -1.1007; number 31, C, carries -0.9798; number 32, C, carries -0.7931; number 33, C, carries 0.0290; number 34, C, carries -0.8233; number 35, C, carries -0.8223; number 36, C, carries -0.5799; number 37, C, carries -0.5935; number 38, C, carries -0.0240; number 39, C, carries -0.3166; number 40, C, carries -0.4860; number 41, C, carries -0.5976; number 42, C, carries 0.8848; number 43, C, carries -0.5506; number 44, C, carries -0.6898; number 45, C, carries 0.5113; number 46, C, carries -0.4341; number 47, C, carries -0.8230; number 48, C, carries -0.7491; number 49, C, carries -0.4172; number 50, C, carries 0.5019; number 51, C, carries -0.9703; number 52, C, carries -0.5884; number 53, C, carries -0.2264; number 54, H, carries 0.3646; number 55, H, carries 0.2031; number 56, H, carries 0.3873; number 57, H, carries 0.4401; number 58, H, carries 0.5614; number 59, H, carries 0.4356; number 60, H, carries 0.4438; number 61, H, carries 0.4267; number 62, H, carries 0.3584; number 63, H, carries 0.4837; number 64, H, carries 0.5921; number 65, H, carries 0.4239; number 66, H, carries 0.3765; number 67, H, carries 0.4818; number 68, H, carries 0.4871; number 69, H, carries 0.4281; number 70, H, carries -0.2034; number 71, H, carries 0.1537; number 72, H, carries 0.4524; number 73, H, carries 0.2653; number 74, H, carries 0.4022; number 75, H, carries 0.4526; number 76, H, carries 0.4234; number 77, H, carries 0.4452; number 78, H, carries 0.3312; number 79, H, carries 0.4180; number 80, H, carries 0.4949; number 81, H, carries 0.4657; number 82, H, carries 0.4479; number 83, H, carries 0.4403; number 84, H, carries 0.4431; number 85, H, carries 0.4500; number 86, H, carries 0.3358; number 87, H, carries 0.4555; number 88, H, carries 0.2063; number 89, H, carries 0.3194; number 90, H, carries 0.4310; number 91, H, carries 0.4370; number 92, H, carries 0.5324; number 93, H, carries 0.4100; number 94, H, carries 0.4500; number 95, H, carries 0.2851; number 96, H, carries -0.3625; number 97, H, carries 0.3043; number 98, H, carries 0.4675; number 99, H, carries 0.4125

=====

# 2
Here is C44H46GeN5O6PPtS2 as an isolated structure from the Open Molecules 2025 dataset. Energies are from ωB97M-V/def2-TZVPD.

Positions of all 106 atoms, in Å:
Pt: 11.76 12.59 12.08
Ge: 15.44 9.55 17.90
S: 13.46 11.61 10.85
S: 10.02 10.88 11.94
P: 10.46 14.34 11.40
O: 11.56 9.47 16.20
O: 13.41 14.01 13.10
O: 11.04 13.20 14.03
O: 15.41 14.80 12.67
O: 11.30 15.12 15.08
O: 12.93 11.15 15.51
N: 14.35 12.53 8.44
N: 14.62 13.96 10.03
N: 13.64 13.83 15.68
N: 11.30 9.70 13.90
N: 9.29 8.65 13.13
C: 16.52 10.69 15.49
C: 9.40 7.80 14.10
C: 15.84 9.40 22.17
C: 12.97 17.57 9.33
C: 11.49 15.55 10.58
C: 17.08 8.24 20.00
C: 13.19 5.92 15.90
C: 17.99 10.84 17.36
C: 10.30 9.63 13.05
C: 14.95 7.53 15.78
C: 14.23 6.51 15.21
C: 12.61 10.90 17.79
C: 15.97 9.07 19.75
C: 7.25 14.61 8.90
C: 11.45 15.64 9.19
C: 14.86 14.29 14.96
C: 16.97 8.60 22.31
C: 14.79 13.71 7.65
C: 12.30 16.38 11.34
C: 17.34 11.48 14.76
C: 7.44 13.51 8.07
C: 14.13 11.06 18.06
C: 13.05 17.39 10.72
C: 12.78 6.44 17.14
C: 12.22 16.66 8.60
C: 9.16 14.00 10.22
C: 17.63 8.09 21.22
C: 18.59 11.86 15.28
C: 15.36 9.61 20.90
C: 12.43 10.49 16.39
C: 18.96 11.46 16.52
C: 10.48 7.79 14.99
C: 14.57 14.35 13.44
C: 10.85 14.47 14.15
C: 15.32 14.53 8.81
C: 14.53 8.10 17.02
C: 9.38 12.94 9.35
C: 8.52 12.66 8.31
C: 14.12 12.80 9.73
C: 16.79 10.41 16.81
C: 13.41 7.55 17.62
C: 8.04 14.83 10.02
C: 11.59 8.79 14.94
C: 9.96 15.07 13.05
H: 18.53 7.50 21.35
H: 16.41 14.44 8.97
H: 14.20 11.47 19.08
H: 15.14 15.60 8.69
H: 12.14 16.86 7.53
H: 13.87 11.76 7.97
H: 13.53 18.40 8.83
H: 10.57 7.15 15.87
H: 12.40 16.24 12.39
H: 12.01 5.88 17.66
H: 15.59 10.37 15.01
H: 13.13 7.92 18.66
H: 12.64 5.08 15.47
H: 12.58 8.38 14.86
H: 17.39 8.52 23.31
H: 10.87 15.01 8.50
H: 8.56 7.13 14.16
H: 13.58 14.21 16.66
H: 12.11 11.84 18.05
H: 15.73 13.64 15.22
H: 13.96 14.14 7.11
H: 9.01 14.66 13.35
H: 18.29 10.55 18.37
H: 7.82 15.66 10.67
H: 14.47 11.85 17.37
H: 8.61 11.68 7.83
H: 15.39 9.89 23.08
H: 11.99 10.43 13.93
H: 9.95 16.16 13.04
H: 14.76 14.29 11.11
H: 19.98 11.64 16.88
H: 15.12 15.35 15.13
H: 6.71 13.23 7.38
H: 6.44 15.31 8.78
H: 15.78 7.95 15.19
H: 17.55 7.81 19.13
H: 19.29 12.40 14.67
H: 15.54 13.42 6.93
H: 10.27 12.31 9.53
H: 13.54 12.84 15.73
H: 12.14 10.21 18.44
H: 13.72 18.03 11.28
H: 14.57 10.30 20.78
H: 14.55 6.16 14.24
H: 17.13 11.81 13.75
H: 12.79 14.19 15.19

Results
frontier orbital gap (alpha / beta) = 7.86 / 4.25 eV
ΔE to the lowest compared entry with this formula, charge and spin = 0.0 kJ/mol
HOMO level (alpha / beta) = -12.7 / -12.7 eV
2S+1 = 5
total charge = +2
LUMO level (alpha / beta) = -0.17749 / -0.31035 hartree

Atom charges from the Mulliken analysis, given in e for atoms 1 to 99: number 1, Pt, carries 2.7825; number 2, Ge, carries 2.1722; number 3, S, carries -0.4131; number 4, S, carries -0.2926; number 5, P, carries 0.6765; number 6, O, carries -0.2784; number 7, O, carries -1.1738; number 8, O, carries -0.7513; number 9, O, carries -0.8460; number 10, O, carries -0.6895; number 11, O, carries -0.2857; number 12, N, carries -0.1979; number 13, N, carries 0.4828; number 14, N, carries 0.5296; number 15, N, carries 0.1440; number 16, N, carries -0.4577; number 17, C, carries 0.2550; number 18, C, carries -0.2568; number 19, C, carries -0.7670; number 20, C, carries -0.8925; number 21, C, carries 1.0768; number 22, C, carries -0.4200; number 23, C, carries -0.2754; number 24, C, carries -0.6407; number 25, C, carries 0.4354; number 26, C, carries -0.0278; number 27, C, carries -0.8128; number 28, C, carries -1.0245; number 29, C, carries 0.0004; number 30, C, carries -0.7322; number 31, C, carries -0.8642; number 32, C, carries -0.7608; number 33, C, carries -0.2538; number 34, C, carries -0.4493; number 35, C, carries -0.5248; number 36, C, carries -0.8860; number 37, C, carries -0.6640; number 38, C, carries -1.1431; number 39, C, carries -0.6383; number 40, C, carries -1.1986; number 41, C, carries -0.6793; number 42, C, carries 0.6872; number 43, C, carries -0.8776; number 44, C, carries -0.6551; number 45, C, carries -0.1552; number 46, C, carries 0.4969; number 47, C, carries -0.6581; number 48, C, carries -1.0634; number 49, C, carries 0.2603; number 50, C, carries 0.0601; number 51, C, carries -0.5743; number 52, C, carries -0.1442; number 53, C, carries -0.0221; number 54, C, carries -0.7493; number 55, C, carries 0.2182; number 56, C, carries 0.0731; number 57, C, carries -0.0230; number 58, C, carries -0.4194; number 59, C, carries 0.8570; number 60, C, carries -0.6640; number 61, H, carries 0.3995; number 62, H, carries 0.3865; number 63, H, carries 0.6380; number 64, H, carries 0.3177; number 65, H, carries 0.4552; number 66, H, carries 0.2794; number 67, H, carries 0.3731; number 68, H, carries 0.5261; number 69, H, carries 0.2315; number 70, H, carries 0.4986; number 71, H, carries 0.1046; number 72, H, carries 0.2836; number 73, H, carries 0.4484; number 74, H, carries 0.3912; number 75, H, carries 0.3465; number 76, H, carries 0.3925; number 77, H, carries 0.4961; number 78, H, carries 0.5507; number 79, H, carries 0.5353; number 80, H, carries 0.2883; number 81, H, carries 0.2810; number 82, H, carries 0.4423; number 83, H, carries 0.4172; number 84, H, carries 0.4349; number 85, H, carries 0.0393; number 86, H, carries 0.4170; number 87, H, carries 0.3432; number 88, H, carries -0.4189; number 89, H, carries 0.6167; number 90, H, carries 0.0406; number 91, H, carries 0.4146; number 92, H, carries 0.5331; number 93, H, carries 0.4711; number 94, H, carries 0.4351; number 95, H, carries 0.3654; number 96, H, carries 0.4789; number 97, H, carries 0.4227; number 98, H, carries 0.3386; number 99, H, carries 0.2470

=====

The evaluated maximum force for the records listed, in turn: 0.01620, 0.05501 Eh/bohr.